{"formula": "C3H7FS", "method": "ωB97M-V with the def2-TZVPD basis set", "lumo_ev": 0.98, "total_charge": 0, "smiles": "CSCCF", "homo_ev": -8.4, "de_lowest_kcal_mol": 39.68, "elements": ["C", "S", "C", "C", "F", "H", "H", "H", "H", "H", "H", "H"], "xyz": [[1.16, 0.93, -1.19], [0.85, 0.80, 0.66], [0.07, -0.68, 0.67], [-1.43, -0.41, 0.56], [-1.63, 0.41, 1.69], [1.69, 1.85, -1.23], [1.84, 0.09, -1.65], [0.12, 0.79, -1.53], [0.40, -1.01, 1.77], [0.70, -1.40, 0.08], [-1.97, -1.25, 0.61], [-1.78, -0.12, -0.45]], "mulliken_charge": [-0.7242, -0.0587, -0.6561, -0.1759, -0.2630, 0.3174, 0.2062, 0.2071, 0.2563, 0.3770, 0.2946, 0.2194]}

{"formula": "C13H23N3O3S", "method": "ωB97M-V with the def2-TZVPD basis set", "lumo_ev": 0.72, "total_charge": 0, "smiles": "CSc1nnc(CCCCCNC(=O)OC(C)(C)C)o1", "homo_ev": -8.7, "de_lowest_kcal_mol": 3.34, "elements": ["C", "S", "C", "N", "N", "C", "C", "C", "C", "C", "C", "N", "C", "O", "O", "C", "C", "C", "C", "O", "H", "H", "H", "H", "H", "H", "H", "H", "H", "H", "H", "H", "H", "H", "H", "H", "H", "H", "H", "H", "H", "H", "H"], "xyz": [[5.51, -1.53, 6.86], [5.95, -2.05, 5.18], [4.41, -1.81, 4.45], [3.33, -1.38, 5.01], [2.38, -1.36, 4.05], [2.92, -1.77, 2.95], [2.30, -1.91, 1.62], [0.80, -2.20, 1.74], [0.12, -2.35, 0.38], [0.01, -1.04, -0.39], [-0.76, -1.23, -1.70], [-0.91, 0.00, -2.43], [-2.09, 0.67, -2.49], [-3.14, 0.24, -2.07], [-1.89, 1.86, -3.09], [-3.00, 2.75, -3.34], [-3.64, 3.18, -2.02], [-2.37, 3.95, -4.05], [-4.03, 2.08, -4.25], [4.24, -2.08, 3.13], [4.70, -2.16, 7.23], [6.40, -1.64, 7.46], [5.18, -0.49, 6.83], [2.46, -0.98, 1.07], [2.81, -2.71, 1.08], [0.34, -1.40, 2.31], [0.68, -3.12, 2.31], [0.66, -3.09, -0.22], [-0.89, -2.74, 0.54], [-0.51, -0.30, 0.22], [1.00, -0.65, -0.62], [-1.77, -1.59, -1.49], [-0.25, -1.97, -2.33], [-0.09, 0.48, -2.74], [-4.42, 3.92, -2.21], [-2.89, 3.63, -1.37], [-4.07, 2.33, -1.52], [-1.89, 3.63, -4.97], [-3.13, 4.69, -4.28], [-1.61, 4.40, -3.41], [-3.56, 1.74, -5.17], [-4.82, 2.79, -4.50], [-4.47, 1.22, -3.74]], "mulliken_charge": [-0.7768, -0.0854, 0.5022, -0.3865, -0.3963, 0.2967, -0.2113, -0.6289, -0.6495, -0.2381, -0.9580, -0.1429, 0.7079, -0.6378, -0.4576, 1.6921, -1.6351, -1.6952, -1.6484, -0.3325, 0.2669, 0.3248, 0.2688, 0.2146, 0.2187, 0.3140, 0.3741, 0.3141, 0.3444, 0.2207, 0.2872, 0.3707, 0.3294, 0.2435, 0.4528, 0.3827, 0.3486, 0.3998, 0.4110, 0.4005, 0.3787, 0.4579, 0.3575]}

{"formula": "C18H23FN4O3S", "method": "ωB97M-V with the def2-TZVPD basis set", "lumo_ev": 0.60, "total_charge": 0, "smiles": "Cc1n[nH]c(C)c1S(=O)(=O)N1CCC[C@@H](C(=O)NCc2ccc(F)cc2)C1", "homo_ev": -9.2, "de_lowest_kcal_mol": 0.47, "elements": ["C", "C", "N", "N", "C", "C", "C", "S", "O", "O", "N", "C", "C", "C", "C", "C", "O", "N", "C", "C", "C", "C", "C", "F", "C", "C", "C", "H", "H", "H", "H", "H", "H", "H", "H", "H", "H", "H", "H", "H", "H", "H", "H", "H", "H", "H", "H", "H", "H", "H"], "xyz": [[-5.32, -1.27, -1.22], [-5.03, 0.08, -0.68], [-5.69, 1.17, -1.03], [-5.14, 2.17, -0.34], [-4.12, 1.77, 0.46], [-3.34, 2.69, 1.32], [-4.02, 0.41, 0.26], [-2.92, -0.75, 0.99], [-3.65, -1.88, 1.47], [-2.07, -0.06, 1.93], [-2.08, -1.24, -0.38], [-1.57, -2.60, -0.35], [-0.29, -2.71, 0.48], [0.75, -1.73, -0.06], [0.19, -0.30, -0.03], [1.21, 0.64, -0.64], [1.27, 0.90, -1.82], [2.07, 1.16, 0.26], [3.22, 1.95, -0.12], [4.50, 1.15, -0.01], [5.51, 1.52, 0.86], [6.66, 0.76, 0.97], [6.78, -0.37, 0.19], [7.90, -1.12, 0.29], [5.79, -0.77, -0.69], [4.65, 0.01, -0.79], [-1.12, -0.27, -0.84], [-6.27, -1.26, -1.74], [-4.53, -1.56, -1.91], [-5.33, -1.99, -0.41], [-5.50, 3.11, -0.45], [-2.64, 2.10, 1.91], [-4.00, 3.25, 1.99], [-2.79, 3.41, 0.71], [-2.37, -3.21, 0.08], [-1.39, -2.91, -1.38], [-0.53, -2.46, 1.52], [0.08, -3.73, 0.45], [1.67, -1.79, 0.54], [1.01, -2.00, -1.09], [-0.03, -0.02, 1.00], [2.02, 0.86, 1.22], [3.28, 2.85, 0.50], [3.05, 2.25, -1.16], [5.40, 2.41, 1.46], [7.46, 1.04, 1.64], [5.92, -1.66, -1.28], [3.86, -0.27, -1.47], [-1.58, 0.72, -0.74], [-0.90, -0.45, -1.89]], "mulliken_charge": [-1.1606, 0.4856, -1.0316, 0.3912, -0.3602, -1.4815, 0.8823, 1.4072, -0.7618, -0.7538, 0.3993, -1.0521, -0.5522, -0.9617, 1.1891, -0.1062, -0.6859, -0.1226, -1.1636, 0.4891, -0.4537, -0.5429, 0.3374, -0.3260, -0.6420, -0.1450, -1.8010, 0.4095, 0.2112, 0.3174, 0.1974, 0.2603, 0.4597, 0.3354, 0.4825, 0.3930, 0.3417, 0.4364, 0.4032, 0.3446, 0.5405, 0.3069, 0.4282, 0.3435, 0.3262, 0.4289, 0.4448, 0.4510, 0.3204, 0.3407]}

{"formula": "C3H9N2O", "method": "ωB97M-V with the def2-TZVPD basis set", "lumo_ev": -3.75, "total_charge": 1, "homo_ev": -13.0, "de_lowest_kcal_mol": 139.33, "elements": ["C", "C", "C", "N", "N", "O", "H", "H", "H", "H", "H", "H", "H", "H", "H"], "xyz": [[-0.10, -0.50, -0.61], [-0.84, -1.95, 1.32], [0.71, 1.73, -0.71], [-0.45, -0.73, 0.61], [0.99, 1.88, -2.05], [-0.63, 0.31, 1.41], [0.08, -1.25, -1.44], [-0.18, -2.15, 2.17], [-0.91, -2.86, 0.82], [-1.95, -1.83, 1.57], [1.43, 1.28, 0.07], [-0.23, 2.05, -0.39], [-0.25, -0.06, 2.28], [1.96, 1.64, -2.43], [0.37, 2.44, -2.62]], "mulliken_charge": [-0.1352, -0.9355, -0.4281, 0.0990, -0.2707, -0.3364, 0.2585, 0.3499, 0.4006, 0.3297, 0.3620, 0.3906, 0.3773, 0.2791, 0.2592]}

{"formula": "C2H3FO2", "method": "ωB97M-V with the def2-TZVPD basis set", "lumo_ev": 0.50, "total_charge": 0, "smiles": "O=CCOF", "homo_ev": -10.2, "de_lowest_kcal_mol": 112.64, "elements": ["O", "C", "C", "O", "F", "H", "H", "H"], "xyz": [[-1.04, 2.00, 0.48], [-0.36, 1.06, 0.66], [0.51, 0.19, -0.35], [1.12, 0.96, -1.43], [0.22, 1.38, -2.44], [-0.30, 0.44, 1.60], [0.18, -0.69, -0.90], [1.39, -0.09, 0.28]], "mulliken_charge": [-0.3817, 0.1292, -0.2588, -0.1617, -0.1391, 0.2608, 0.3149, 0.2364]}

{"formula": "C5H12O3", "method": "ωB97M-V with the def2-TZVPD basis set", "lumo_ev": 0.50, "total_charge": 0, "smiles": "C=C/C=C(/C)O.O.O", "homo_ev": -8.5, "de_lowest_kcal_mol": 44.44, "elements": ["C", "C", "C", "C", "C", "O", "H", "H", "H", "H", "H", "H", "H", "H", "O", "H", "H", "O", "H", "H"], "xyz": [[0.70, -0.18, -2.39], [0.42, -0.50, -1.12], [-0.47, 0.39, -0.34], [-0.30, 0.57, 0.97], [-1.27, 1.30, 1.85], [0.86, 0.12, 1.53], [1.27, -0.87, -3.01], [0.33, 0.75, -2.80], [0.95, -1.32, -0.66], [-1.40, 0.67, -0.78], [-0.90, 2.29, 2.13], [-1.36, 0.73, 2.78], [-2.22, 1.41, 1.34], [0.92, 0.22, 2.49], [3.46, 0.72, 0.33], [2.53, 0.72, 0.61], [3.42, 0.54, -0.62], [-2.49, -2.30, -1.03], [-1.83, -2.97, -1.20], [-2.61, -2.29, -0.07]], "mulliken_charge": [-0.8519, -0.0408, -0.5255, 0.7414, -1.3697, -0.5352, 0.2854, 0.2680, 0.4199, 0.3020, 0.3176, 0.4006, 0.3143, 0.2724, -0.6794, 0.3757, 0.3193, -0.6358, 0.3107, 0.3110]}

{"formula": "C22H19F5OSe3SiTcTe2", "method": "ωB97M-V with the def2-TZVPD basis set", "lumo_ev": [-1.55, -2.92], "total_charge": 0, "multiplicity": 4, "homo_ev": [-7.8, -7.7], "s2": 3.781, "elements": ["Tc", "Se", "Te", "Te", "Se", "F", "C", "C", "F", "C", "F", "C", "Se", "C", "F", "C", "F", "C", "C", "C", "C", "Si", "O", "C", "C", "C", "C", "C", "C", "C", "C", "C", "C", "C", "C", "H", "H", "H", "H", "H", "H", "H", "H", "H", "H", "H", "H", "H", "H", "H", "H", "H", "H", "H"], "xyz": [[-2.23, -0.88, 1.23], [-2.70, -2.05, 3.24], [-1.69, -4.31, 2.90], [-2.69, -4.93, 0.44], [-2.96, -2.63, -0.46], [-5.50, 2.91, -2.51], [-4.67, 2.60, -1.51], [-3.50, 3.34, -1.30], [-3.22, 4.35, -2.13], [-2.65, 3.02, -0.26], [-1.53, 3.72, -0.07], [-2.92, 1.95, 0.59], [-1.74, 1.44, 1.98], [-4.08, 1.22, 0.34], [-4.28, 0.08, 1.10], [-4.97, 1.53, -0.67], [-6.08, 0.80, -0.85], [1.95, -2.66, 2.06], [2.19, -2.20, 0.62], [1.88, -3.36, -0.33], [3.64, -1.78, 0.47], [1.00, -0.73, 0.23], [-0.40, -1.22, 0.81], [0.74, -0.35, -1.62], [-0.52, 0.01, -2.08], [-0.75, 0.28, -3.42], [0.29, 0.17, -4.33], [1.56, -0.17, -3.89], [1.77, -0.42, -2.54], [1.48, 0.85, 1.19], [1.32, 0.88, 2.57], [1.51, 2.04, 3.30], [1.86, 3.21, 2.65], [2.04, 3.20, 1.27], [1.85, 2.04, 0.55], [2.43, -3.62, 2.24], [0.88, -2.76, 2.25], [2.35, -1.93, 2.76], [2.47, -4.24, -0.06], [2.12, -3.10, -1.36], [0.83, -3.62, -0.28], [4.31, -2.59, 0.75], [3.86, -0.92, 1.10], [3.87, -1.51, -0.56], [-1.36, 0.08, -1.39], [-1.73, 0.56, -3.77], [0.12, 0.36, -5.38], [2.38, -0.24, -4.59], [2.76, -0.68, -2.21], [1.04, -0.03, 3.08], [1.38, 2.03, 4.37], [2.00, 4.11, 3.22], [2.30, 4.11, 0.76], [2.00, 2.04, -0.52]], "mulliken_charge": [0.3553, -0.2531, -0.1013, 0.0643, -0.1877, -0.3089, 0.6079, 0.0822, -0.3047, 0.1482, -0.3118, 0.0086, -0.2385, 0.7497, -0.3670, -0.0863, -0.3028, -1.5159, 1.9496, -1.7244, -1.8273, -1.1573, 1.6311, 0.3703, 0.2381, -0.9399, -0.5326, -0.8484, -0.0696, 0.7494, -0.4922, -0.5825, -0.5186, -0.6675, -0.3547, 0.5074, -0.0484, 0.3170, 0.5328, 0.3395, 0.2303, 0.4961, 0.3227, 0.3368, 0.2932, 0.4582, 0.3830, 0.4320, 0.2165, 0.3558, 0.4020, 0.3889, 0.4146, 0.3599]}

{"formula": "C9H17AsClN2O4S5SbW", "method": "ωB97M-V with the def2-TZVPD basis set", "lumo_ev": [-1.67, -1.74], "total_charge": 0, "multiplicity": 3, "homo_ev": [-7.1, -7.4], "s2": 2.020, "de_lowest_kcal_mol": 9.50, "elements": ["W", "S", "Sb", "S", "S", "S", "C", "As", "C", "C", "H", "H", "H", "H", "H", "H", "H", "H", "H", "O", "Cl", "O", "O", "O", "C", "C", "C", "C", "N", "C", "S", "N", "C", "H", "H", "H", "H", "H", "H", "H", "H"], "xyz": [[-0.82, -0.44, -0.31], [-4.97, -1.74, -1.10], [-3.73, -1.06, 0.63], [-1.60, -2.43, 0.44], [-2.59, 0.99, 0.12], [-4.27, -1.05, 2.83], [1.85, -0.83, 2.32], [0.02, -0.23, 2.16], [-0.80, -1.24, 3.58], [0.06, 1.55, 2.92], [2.21, -0.64, 3.33], [2.48, -0.31, 1.60], [1.88, -1.90, 2.12], [-0.16, -1.17, 4.46], [-0.92, -2.28, 3.27], [-1.80, -0.84, 3.78], [0.45, 1.49, 3.93], [-0.95, 1.95, 2.93], [0.69, 2.21, 2.32], [-1.51, -1.46, -2.35], [-1.34, -0.33, -3.30], [-2.58, 0.19, -3.73], [-0.49, -0.74, -4.37], [-0.60, 0.67, -2.47], [4.01, -0.20, -4.25], [3.05, -0.62, -3.19], [2.53, -1.87, -3.06], [1.55, -2.11, -2.08], [1.16, -1.14, -1.25], [1.71, 0.09, -1.37], [1.07, 1.31, -0.40], [2.64, 0.33, -2.32], [0.94, -3.46, -1.93], [4.37, -1.06, -4.80], [4.86, 0.33, -3.82], [3.51, 0.47, -4.95], [2.82, -2.66, -3.74], [2.95, 1.29, -2.42], [0.94, -3.99, -2.88], [-0.07, -3.38, -1.55], [1.54, -4.03, -1.22]], "mulliken_charge": [0.5751, -0.5444, 0.8479, -0.4988, -0.4051, -0.5805, -1.0970, 0.6322, -1.0141, -1.1217, 0.4810, 0.2937, 0.3094, 0.4535, 0.3565, 0.2158, 0.4220, 0.3328, 0.3689, -0.6381, 1.7826, -0.5680, -0.6331, -0.6366, -1.4859, 0.7897, -0.9288, 0.9689, 0.2298, 0.0277, -0.4547, 0.1004, -1.3622, 0.3785, 0.3974, 0.3466, 0.4367, 0.3086, 0.4177, 0.1913, 0.3044]}

| no. | largest force on an atom (eV/Å) | E_tot (eV) |
| --- | --- | --- |
| 1 | 4.53 | -16775.2628 |
| 2 | 1.61 | -35302.8750 |
| 3 | 1.10 | -44695.5257 |
| 4 | 4.82 | -8273.0320 |
| 5 | 3.82 | -8930.1112 |
| 6 | 1.47 | -11520.8389 |
| 7 | 2.62 | -259459.9130 |
| 8 | 1.55 | -156673.9219 |